# 1
The following is a DFT calculation (the ωB97M-V functional and the def2-TZVPD basis) of a cluster of 2 separate species, C33H55ClF3IN3O4 in total in a non-equilibrium geometry.

Properties
LUMO level	-0.12376	Ha
charge	+1
E_HOMO	-10.89	eV
gap between HOMO and LUMO	7.52	eV

Structure (XYZ):
```
100
C33H55ClF3IN3O4 | the OMol25 dataset | the ωB97M-V functional and the def2-TZVPD basis
I 3.16 2.72 3.53
Cl 3.63 1.89 -5.79
F 1.21 -3.28 -1.91
F 3.27 -3.39 -2.30
F 2.02 -1.91 -3.28
O 0.87 1.00 3.29
O 6.81 0.33 -1.84
O 5.55 0.21 -0.11
O -9.82 -2.56 -0.44
N 1.47 -1.32 -0.10
N 6.33 0.81 -0.84
N 2.37 0.73 -1.97
C -9.40 -0.22 -0.20
C 7.50 2.92 -1.33
C 7.78 4.24 -1.02
C 6.66 2.19 -0.50
C -9.37 -1.43 -1.17
C -7.74 0.87 1.37
C 2.17 -3.62 0.93
C -0.70 1.86 0.74
C -0.29 0.36 0.61
C -6.49 1.12 0.48
C 1.24 0.13 0.30
C 1.00 -2.05 2.42
C -3.00 1.15 1.74
C 4.63 0.50 -3.70
C 6.42 4.07 0.96
C 1.18 -2.39 0.92
C 7.24 4.81 0.13
C 2.28 -2.52 -2.16
C -10.62 -3.42 -1.26
C 1.33 1.08 -0.97
C 2.63 -1.55 -1.00
C 3.58 -4.05 3.11
C -5.43 1.94 1.31
C 3.53 0.38 -4.77
C 2.25 0.70 1.33
C -1.79 2.12 1.82
C -4.03 1.69 0.67
C 4.49 -0.54 -2.54
C -8.37 -0.51 0.95
C 3.49 -3.38 1.73
C 1.78 1.25 2.66
C 6.13 2.75 0.64
C 3.33 -0.26 -1.56
H 2.52 0.31 -4.38
H -2.14 3.15 1.63
H -8.85 -0.99 1.81
H -3.64 2.62 0.24
H -7.61 -1.21 0.58
H 2.42 -4.01 -0.05
H 4.49 -1.51 -3.04
H -0.84 -0.04 -0.26
H -2.72 0.11 1.53
H 8.43 4.82 -1.66
H 3.64 -2.29 1.79
H 2.79 1.61 -2.23
H 7.47 5.84 0.37
H 4.61 -3.89 3.47
H -5.66 3.01 1.27
H 2.89 1.45 0.85
H 1.80 -1.47 2.88
H -1.40 2.10 2.84
H -10.02 -1.19 -2.02
H 1.55 2.09 -0.61
H -8.46 1.66 1.13
H 1.60 -4.42 1.44
H -4.07 0.95 -0.14
H 2.95 -3.57 3.87
H -7.51 0.87 2.44
H 0.23 -2.88 0.65
H 3.67 -0.48 -5.43
H 0.68 -1.37 -0.76
H 7.92 2.48 -2.23
H 6.00 4.51 1.85
H -3.48 1.20 2.73
H -11.68 -3.18 -1.12
H -10.38 -3.28 -2.32
H -6.71 1.72 -0.42
H 3.86 0.15 -0.67
H -1.16 2.15 -0.21
H 2.95 -0.12 1.58
H -5.51 1.57 2.34
H 0.39 1.09 -1.53
H 3.38 -5.12 3.10
H -6.04 0.17 0.15
H 5.48 2.18 1.29
H 1.04 -3.00 2.96
H 5.46 -0.48 -2.02
H -10.38 -0.09 0.27
H 0.14 2.53 0.94
H 4.33 -3.75 1.12
H -9.08 0.71 -0.69
H 5.57 0.24 -4.20
H -10.40 -4.45 -0.96
H -0.66 -0.16 1.49
H 3.50 -2.00 -0.51
H 0.01 -1.69 2.71
H -8.32 -1.58 -1.47
H 4.67 1.53 -3.34
```

=====

# 2
The following is a DFT calculation (the ωB97M-V functional and the def2-TZVPD basis) of a structure of composition C33H55LaNP2 in a non-equilibrium geometry.

Properties
LUMO level	-0.12607	Ha
charge	+1
E_HOMO	-9.21	eV
gap between HOMO and LUMO	5.78	eV

Structure (XYZ):
```
92
C33H55LaNP2 | the OMol25 dataset | the ωB97M-V functional and the def2-TZVPD basis
La -0.66 1.79 -0.29
P -0.39 2.52 -3.06
P -0.68 -0.57 -3.55
N -1.22 -1.49 4.87
C -1.43 -1.99 3.48
C 1.27 3.15 0.77
C -0.28 -2.28 5.66
C -0.78 0.55 -5.05
C -1.27 1.92 -4.58
C -3.30 0.48 1.18
C 1.10 0.01 2.73
C -0.08 2.25 2.40
C 4.12 -2.60 -2.20
C -2.28 -0.28 1.69
C -2.41 -1.23 5.66
C 2.96 1.18 0.50
C 2.01 -1.34 -1.58
C -2.41 -1.26 -3.60
C 1.15 -2.62 -1.40
C 0.92 1.31 2.08
C 3.61 -3.21 0.21
C 3.34 -1.51 -2.26
C 1.30 2.65 -3.78
C -1.16 2.05 3.40
C -3.78 -1.79 2.76
C 1.77 1.86 1.09
C 0.11 3.39 1.58
C -2.47 -1.28 2.63
C -4.63 0.13 1.58
C 4.01 -3.72 -1.20
C 1.17 -3.17 0.00
C 2.24 -3.62 0.65
C -1.02 4.24 -3.29
C 0.19 -1.99 -4.45
C -1.02 4.26 1.21
C -4.86 -1.06 2.28
C 1.64 3.90 -0.45
H 1.41 -3.42 -2.10
H 0.21 -3.07 0.52
H 0.09 -1.64 6.47
H -5.88 -1.43 2.46
H 2.90 1.05 -0.60
H 2.13 -0.11 3.08
H 1.23 2.88 -4.85
H 3.10 0.18 0.92
H 0.43 -0.13 3.57
H -2.38 -2.32 -3.90
H -1.12 2.67 -5.38
H -5.47 0.77 1.31
H -0.78 -3.13 6.14
H 1.20 -2.11 -4.03
H -3.11 -0.56 5.15
H 0.57 -2.64 5.07
H -2.91 -2.17 5.94
H -0.46 -1.95 2.98
H 5.02 -4.17 -1.12
H 1.69 3.19 -1.30
H 4.34 -3.60 0.91
H -0.85 4.55 -4.33
H 1.88 3.43 -3.27
H -1.76 -3.05 3.52
H 0.11 -2.33 -1.66
H -3.10 -0.71 -4.25
H 1.39 -0.59 -2.15
H 2.65 4.30 -0.39
H -1.84 3.70 0.73
H -1.46 0.16 -5.82
H -1.50 4.63 2.12
H 0.23 0.62 -5.49
H 3.68 -0.60 -2.76
H -0.40 -2.89 -4.25
H -2.10 4.23 -3.08
H -1.71 2.96 3.66
H -2.07 -0.75 6.59
H 2.14 -0.90 -0.58
H 3.93 1.69 0.66
H -0.53 4.94 -2.60
H 0.26 -1.83 -5.53
H -2.79 -1.21 -2.56
H -0.71 5.10 0.58
H -3.96 -2.74 3.29
H 4.92 -2.70 -2.94
H 1.85 1.71 -3.65
H 3.30 -4.49 -1.56
H -1.91 1.32 3.07
H -0.80 1.60 4.34
H -2.34 1.87 -4.33
H -3.20 1.38 0.55
H 0.89 -0.81 2.03
H 3.70 -2.11 0.24
H 0.98 4.75 -0.67
H 2.14 -4.18 1.58
```

=====

# 3
The following is a DFT calculation (the ωB97M-V functional and the def2-TZVPD basis) of a structure of composition C33H56CaN5O4PS2 in a non-equilibrium geometry.

Properties
LUMO level	0.00617	Ha
E_HOMO	-7.80	eV
gap between HOMO and LUMO	7.97	eV

Structure (XYZ):
```
102
C33H56CaN5O4PS2 | the OMol25 dataset | the ωB97M-V functional and the def2-TZVPD basis
Ca -0.36 0.33 1.13
S -1.04 2.90 1.33
S 0.12 -2.63 0.19
P -0.74 0.29 -1.86
O -1.08 3.68 2.54
O -1.92 1.65 1.47
O -1.40 3.60 0.11
O 0.36 2.28 1.14
N 2.84 -2.83 0.64
N -0.10 -0.01 3.68
N 2.46 -0.55 1.16
N 0.08 0.41 5.98
N 2.00 -4.35 -0.66
C 2.87 2.61 -3.77
C 4.34 -0.69 3.21
C 0.35 1.73 -2.29
C -4.50 1.88 -3.04
C 3.77 0.52 2.86
C 0.33 1.35 7.07
C 0.36 2.22 -3.76
C -4.59 1.21 -0.62
C -0.70 -0.83 -3.32
C 1.07 -5.14 -1.43
C 3.88 -3.65 0.23
C -2.99 1.62 -3.17
C -2.04 -0.90 6.14
C 3.07 -1.69 1.47
C 2.81 0.53 1.85
C -1.84 -1.86 -3.25
C 0.63 -1.59 -3.47
C -2.41 1.08 -1.85
C -0.89 2.16 7.48
C -0.69 -2.77 -5.30
C 1.79 1.53 -1.77
C 1.66 -3.26 0.08
C 0.85 2.11 4.41
C 0.69 -2.28 -4.84
C -0.53 -0.86 6.32
C -3.47 0.27 -1.10
C -4.83 2.35 -1.63
C 3.98 -1.83 2.50
C 3.36 -4.59 -0.57
C 2.66 2.69 -2.24
C 1.69 1.92 -4.46
C 0.25 0.76 4.67
C -1.55 -3.12 -4.10
H -0.46 1.79 -4.34
H 0.91 2.29 3.34
H 0.20 3.30 -3.77
H 3.79 2.07 -3.99
H -2.81 0.92 -4.00
H -2.21 1.95 -1.21
H -1.29 2.71 6.63
H -0.53 -0.85 4.03
H -2.49 -3.57 -4.41
H 0.70 0.76 7.92
H 1.85 2.18 4.85
H 0.07 -5.02 -1.01
H -3.88 -0.51 -1.75
H 1.48 -0.92 -3.36
H 0.69 -2.32 -2.66
H 1.63 2.24 -5.51
H -4.81 2.62 -3.78
H -2.01 -2.16 -2.21
H -2.48 2.55 -3.42
H 1.10 -1.58 -5.58
H -2.55 -0.32 6.91
H -0.58 -3.63 -5.97
H -1.04 -3.87 -3.49
H -2.41 -1.93 6.21
H -1.19 -1.99 -5.88
H 2.16 3.62 -1.97
H -0.06 -1.65 5.72
H 2.30 1.45 1.60
H 1.76 1.49 -0.68
H -0.26 -1.08 7.35
H -5.06 0.97 -3.26
H -4.31 1.62 0.34
H 1.85 0.84 -4.48
H 4.40 -2.80 2.74
H 3.83 -5.41 -1.10
H 1.14 2.02 6.79
H 0.23 2.90 4.83
H 1.36 -6.19 -1.39
H 3.62 2.69 -1.73
H -5.51 0.63 -0.48
H -3.04 -0.25 -0.24
H -4.19 3.20 -1.37
H 5.07 -0.75 4.01
H 2.22 0.58 -2.11
H -0.07 2.52 -1.67
H -0.83 -0.21 -4.21
H 4.90 -3.46 0.51
H 2.99 3.62 -4.17
H -2.34 -0.50 5.17
H 1.05 -4.81 -2.47
H -0.61 2.88 8.26
H -2.77 -1.40 -3.60
H 4.03 1.43 3.37
H -1.68 1.52 7.88
H 1.39 -3.12 -4.79
H -5.86 2.70 -1.56
```

=====

# 4
The following is a DFT calculation (the ωB97M-V functional and the def2-TZVPD basis) of a structure of composition C33H57AlN3O5Si in a non-equilibrium geometry.

Properties
LUMO level (alpha / beta)	-0.08538 / -0.08539	Ha
charge	+1
E_HOMO (alpha / beta)	-10.02 / -10.02	eV
gap between HOMO and LUMO (alpha / beta)	7.70 / 7.69	eV

Structure (XYZ):
```
100
C33H57AlN3O5Si | the OMol25 dataset | the ωB97M-V functional and the def2-TZVPD basis
Si -3.07 -1.58 -0.83
Al 0.40 -1.77 -0.30
O 1.77 -4.80 0.97
O -2.53 1.87 -0.23
O 0.25 -3.42 0.42
O -1.88 1.85 2.28
O 1.38 -0.87 0.86
N 1.37 -4.06 0.08
N 2.71 -0.80 1.10
N 1.22 -1.60 -1.92
C 0.57 -1.00 -3.05
C 3.79 1.72 3.58
C 2.00 -2.22 3.48
C -2.14 0.97 3.38
C 1.44 1.26 -2.38
C 3.54 -1.61 0.41
C 3.62 1.08 2.35
C 2.56 -1.79 -1.98
C -3.91 2.06 0.30
C -1.31 3.46 -1.53
C -1.31 -1.09 -0.25
C -0.52 3.84 2.49
C -1.01 0.15 -5.06
C 3.23 -1.69 -3.31
C -3.63 -0.63 -2.34
C -4.07 3.53 0.42
C 2.81 -0.18 4.71
C 0.58 0.40 -3.24
C -2.82 -3.33 -1.38
C -0.10 -3.31 -3.79
C -4.35 -1.50 0.54
C 4.84 -1.87 1.11
C -0.58 2.39 2.06
C 3.02 -0.20 2.36
C -0.18 0.97 -4.28
C 3.37 1.09 4.76
C -0.20 -1.82 -3.90
C -1.00 -1.24 -4.89
C 4.05 1.69 1.05
C -2.23 2.30 -1.62
C 2.60 -0.85 3.52
C 3.28 -2.18 -0.83
C -0.93 0.45 4.13
H -0.96 -3.76 -4.30
H -1.20 -0.21 4.96
H -2.80 -0.41 -3.03
H -1.25 4.47 1.95
H -2.81 1.54 4.05
H -4.13 -2.26 1.30
H -1.32 -0.78 0.83
H -0.27 -0.13 3.47
H 3.46 1.33 0.19
H -0.40 3.25 -0.98
H -3.77 -3.86 -1.26
H -1.77 4.33 -1.08
H 3.95 -3.03 -1.04
H -0.72 3.92 3.58
H 2.70 -2.29 -4.07
H -2.56 -3.36 -2.45
H -4.18 3.99 -0.55
H 1.89 -2.58 4.51
H 3.51 1.60 5.71
H -4.58 1.59 -0.42
H 2.49 -0.67 5.61
H -0.09 -3.64 -2.75
H 4.26 -2.08 -3.16
H 0.81 -3.70 -4.27
H -1.64 0.59 -5.84
H -3.26 4.00 0.96
H -4.33 -1.29 -2.88
H 1.37 2.31 -2.68
H -0.34 1.23 4.62
H -0.16 2.06 -4.44
H 4.22 2.73 3.57
H 5.40 -0.93 1.25
H -4.44 -0.53 1.03
H -1.63 -1.88 -5.52
H 1.02 -2.26 3.00
H 3.95 2.79 1.08
H 3.33 -0.65 -3.66
H 0.50 4.18 2.30
H -0.39 2.26 0.99
H 4.69 -2.33 2.10
H 1.14 1.20 -1.33
H 5.46 -2.55 0.51
H -2.13 1.12 0.24
H -3.21 2.58 -1.98
H 5.11 1.45 0.86
H -2.72 0.13 2.96
H -4.20 0.29 -2.12
H -2.04 -3.85 -0.80
H 2.62 -2.96 2.97
H -3.95 1.56 1.25
H -4.98 3.72 0.97
H -5.33 -1.75 0.11
H 2.50 0.98 -2.44
H -1.83 1.46 -2.23
H -1.02 3.81 -2.53
H -0.86 -0.22 -0.90
H 0.21 1.79 2.54
```